ORCA calculation (the ωB97M-V functional and the def2-TZVPD basis) on the molecule C21H21N3O3 in a non-equilibrium geometry.

LUMO level = 0.00895 Eh
Total energy = -32727.9326 eV
HOMO = -8.57 eV
2S+1 = 1
Charge = 0
Kohn-Sham gap = 8.8092 eV

Positions of all 48 atoms, in Å:
C1 -3.498 -3.289 -5.629
C2 -3.695 -3.404 -4.110
C3 -2.599 -3.495 -3.313
C4 -2.683 -3.552 -1.935
O1 -1.586 -3.800 -1.093
C5 -0.721 -2.716 -0.713
C6 -1.263 -1.380 -0.827
C7 -0.513 -0.173 -0.531
C8 0.870 -0.474 -0.162
C9 1.796 0.633 0.272
C10 1.536 1.229 1.768
O2 0.827 0.499 2.471
N1 2.180 2.343 2.264
C11 1.800 2.966 3.550
C12 2.232 4.303 3.809
N2 3.614 4.468 3.532
C13 4.280 5.500 4.362
C14 4.217 3.916 2.417
O3 5.435 4.070 2.067
C15 3.443 2.838 1.674
C16 1.369 -1.796 0.013
C17 0.630 -2.934 -0.235
C18 -3.933 -3.618 -1.355
C19 -5.114 -3.423 -2.108
C20 -5.015 -3.431 -3.492
C21 -6.219 -3.447 -4.231
N3 -7.285 -3.702 -4.676
H1 -3.831 -2.273 -5.844
H2 -4.029 -4.121 -6.185
H3 -2.397 -3.424 -5.881
H4 -1.612 -3.518 -3.798
H5 -2.246 -1.289 -1.158
H6 -1.043 0.773 -0.532
H7 2.801 0.216 0.194
H8 1.696 1.502 -0.440
H9 0.753 2.828 3.693
H10 2.182 2.298 4.242
H11 1.712 5.010 3.123
H12 2.001 4.659 4.803
H13 5.314 5.316 4.339
H14 3.802 5.538 5.389
H15 4.269 6.442 3.816
H16 4.108 1.950 1.356
H17 3.174 3.325 0.667
H18 2.358 -2.001 0.413
H19 0.966 -3.998 -0.054
H20 -3.990 -3.837 -0.342
H21 -6.092 -3.526 -1.590

Atoms 1-3, force components in eV/Å:
0.600 -1.205 0.554
-1.976 -0.489 -0.638
1.931 0.358 -0.137

Mulliken atomic charge list, values in e, 2 entries: atom 1 (C): -1.352, atom 2 (C): 0.690